1.
{
  "formula": "C7H8N2",
  "method": "ωB97M-V/def2-TZVPD",
  "mol_weight_g_mol": 120.155,
  "homo_lumo_gap_ev": 10.52,
  "multiplicity": 1,
  "symbols": ["N", "C", "C", "C", "C", "C", "C", "C", "N", "H", "H", "H", "H", "H", "H", "H", "H"],
  "positions_angstrom": [[-3.98725, -0.06202, -0.28085], [-2.83267, -0.03881, -0.29978], [-1.38836, 0.00230, -0.35118], [-0.57315, 0.76649, 0.64346], [0.73156, 1.41190, 0.21487], [1.62244, 0.46979, -0.55004], [1.49000, -0.84818, -0.46466], [0.43651, -1.49785, 0.39722], [-0.70144, -0.67409, 0.74358], [-0.96978, -0.06134, -1.35746], [-1.11347, 1.30245, 1.43535], [1.25171, 1.73902, 1.12232], [0.52660, 2.30804, -0.36662], [2.39646, 0.91474, -1.15291], [2.16151, -1.51025, -1.01171], [0.06223, -2.40940, -0.08162], [0.88708, -1.81280, 1.36002]]
}

2.
{
  "formula": "C7H8N2",
  "method": "ωB97M-V/def2-TZVPD",
  "mol_weight_g_mol": 120.155,
  "homo_lumo_gap_ev": 9.88,
  "multiplicity": 1,
  "symbols": ["C", "C", "C", "C", "C", "C", "C", "H", "H", "H", "H", "H", "H", "H", "H", "N", "N"],
  "positions_angstrom": [[0.22009, 0.51148, -1.67927], [-0.06909, 0.19561, -0.21534], [-0.81135, -0.89645, 0.17541], [-1.03877, -1.14604, 1.46630], [-0.25617, -0.30199, 2.42473], [0.55852, 0.73327, 1.99078], [0.66718, 0.99598, 0.65452], [1.15697, -0.43874, -3.35036], [1.09581, -1.57202, -1.73950], [0.00909, 1.92026, -3.33909], [-1.67669, -1.60521, -0.59802], [-1.70888, -1.89793, 2.25211], [-0.72663, -0.58502, 3.61471], [1.23782, 1.46318, 2.98980], [0.98039, 1.62139, 0.05706], [0.53461, -0.64664, -2.43448], [-0.17290, 1.64888, -2.26937]]
}

3.
{
  "formula": "C7H8N2O",
  "method": "ωB97M-V/def2-TZVPD",
  "mol_weight_g_mol": 136.154,
  "homo_lumo_gap_ev": 9.22,
  "multiplicity": 1,
  "symbols": ["O", "C", "C", "C", "N", "C", "C", "N", "C", "C", "H", "H", "H", "H", "H", "H", "H", "H"],
  "positions_angstrom": [[-3.32258, 0.23147, -0.21222], [-2.17054, -0.01373, 0.11258], [-1.52517, -1.38825, -0.39184], [-0.27147, -1.60003, -0.05685], [0.79302, -1.62768, 0.45441], [1.99464, -1.11562, 0.07338], [1.90017, 0.21809, -0.63068], [1.01771, 1.09178, -0.57588], [-0.17865, 1.66403, -0.05581], [-1.15477, 0.82144, 0.80205], [-2.22900, -2.06065, -1.05235], [2.62404, -1.14593, 0.97303], [2.60748, -1.87089, -0.52553], [2.73324, 0.36272, -1.35274], [-0.65554, 2.00668, -0.85870], [0.04676, 2.54666, 0.51465], [-1.67392, 1.58994, 1.33517], [-0.53541, 0.28998, 1.44733]]
}

4.
{
  "formula": "C7H8N2O",
  "method": "ωB97M-V/def2-TZVPD",
  "mol_weight_g_mol": 136.154,
  "homo_lumo_gap_ev": 9.62,
  "multiplicity": 1,
  "symbols": ["N", "C", "C", "C", "C", "C", "N", "C", "C", "H", "H", "H", "H", "H", "H", "O", "H", "H"],
  "positions_angstrom": [[0.67462, 1.10076, 2.18303], [-0.15558, 0.21768, 1.65322], [-0.17495, -0.11869, 0.20647], [-1.39045, -0.68594, -0.44660], [-1.03147, -1.31911, -1.57203], [0.43639, -1.04918, -1.80910], [0.49967, 0.44053, -2.12319], [0.82599, 0.66125, -0.72371], [1.04444, -0.77252, -0.40374], [-2.40393, -0.43795, -0.13414], [-1.69892, -1.76602, -2.30788], [0.97248, -1.68516, -2.51887], [1.34564, 0.61416, -2.66248], [1.28793, 1.58396, -0.36969], [1.81151, -1.31566, 0.15145], [-1.30422, 0.50240, 2.20177], [1.64471, 0.93743, 1.93494], [-0.59811, 1.43051, 2.87010]]
}

5.
{
  "formula": "C7H8N2O2",
  "method": "ωB97M-V/def2-TZVPD",
  "mol_weight_g_mol": 152.153,
  "homo_lumo_gap_ev": 8.32,
  "multiplicity": 1,
  "symbols": ["O", "C", "C", "C", "O", "C", "C", "C", "N", "C", "N", "H", "H", "H", "H", "H", "H", "H", "H"],
  "positions_angstrom": [[-1.36849, -1.49049, 0.49923], [-1.51540, -0.60906, 1.38163], [-0.90479, 0.71842, 1.40930], [0.17093, 1.08994, 0.27431], [-0.43472, 1.32275, -0.95399], [1.27826, 0.08905, 0.09772], [1.03214, -0.97950, -0.77815], [1.18525, -2.09013, -1.40429], [0.00418, -1.48652, -1.83152], [2.61595, 0.48982, 0.47529], [2.09237, -0.18899, 1.41027], [-2.05688, -0.73672, 2.20584], [-1.79411, 1.38027, 1.16258], [-0.33350, 0.83280, 2.29001], [0.55713, 2.16947, 0.51707], [-0.66734, 0.41743, -1.37637], [1.54132, -3.11340, -1.34985], [-0.83336, -1.73236, -1.31549], [3.45629, 0.96045, 0.07884]]
}

6.
{
  "formula": "C7H8N2O2",
  "method": "ωB97M-V/def2-TZVPD",
  "mol_weight_g_mol": 152.153,
  "homo_lumo_gap_ev": [6.12, 6.13],
  "multiplicity": 1,
  "symbols": ["C", "C", "C", "C", "C", "C", "C", "N", "N", "O", "O", "H", "H", "H", "H", "H", "H", "H", "H"],
  "positions_angstrom": [[3.37211, -0.53850, -0.25000], [1.56743, 0.56736, 0.15492], [1.36915, -0.82888, 0.00337], [-2.23072, -0.47611, -0.07539], [0.59596, 1.67112, 0.33208], [-0.58989, 1.36197, -0.46923], [-2.21268, -1.85101, 0.45196], [2.47198, -1.44482, -0.34401], [-1.09980, 0.15570, 0.06217], [-3.24089, 0.13579, -0.35999], [2.88004, 0.69948, -0.02966], [4.40269, -0.60229, -0.66314], [0.17049, 1.61020, 1.32878], [1.02795, 2.66947, 0.20746], [-1.26740, 2.29122, -0.45300], [-0.44419, 1.15012, -1.54766], [-1.53119, -2.59824, -0.14948], [-3.29836, -2.12649, 0.35171], [-1.94268, -1.84610, 1.44912]]
}

7.
{
  "formula": "C7H8N2O5Pd",
  "method": "ωB97M-V/def2-TZVPD",
  "mol_weight_g_mol": 306.570,
  "homo_lumo_gap_ev": [8.03, 6.78],
  "multiplicity": 3,
  "symbols": ["Pd", "N", "C", "C", "N", "H", "H", "H", "H", "H", "H", "H", "H", "O", "C", "C", "O", "C", "C", "O", "C", "O", "O"],
  "positions_angstrom": [[0.00734, 0.00929, 0.00941], [1.90543, -0.28678, -1.12464], [1.73369, 0.28895, -2.46678], [1.01621, 1.62486, -2.34946], [-0.28464, 1.41878, -1.69568], [2.58318, 0.25331, -0.59647], [2.24342, -1.24060, -1.15470], [1.12499, -0.40232, -3.05292], [2.68235, 0.42221, -2.99308], [0.92372, 2.08431, -3.33694], [1.60271, 2.30086, -1.72419], [-0.91059, 0.91359, -2.31454], [-0.74020, 2.29150, -1.45959], [-2.99792, -2.10182, 5.15846], [-2.42680, -1.69962, 4.18548], [-1.16118, -2.29908, 3.56649], [-0.58245, -3.28507, 3.94473], [-0.82415, -1.45272, 2.38367], [-1.80595, -0.37526, 2.25285], [-1.78461, 0.46503, 1.34040], [-2.79537, -0.45871, 3.36781], [-3.72672, 0.27704, 3.57104], [0.13345, -1.60550, 1.60951]]
}

Repeat the sixth record exactly.
{
  "formula": "C7H8N2O2",
  "method": "ωB97M-V/def2-TZVPD",
  "mol_weight_g_mol": 152.153,
  "homo_lumo_gap_ev": [6.12, 6.13],
  "multiplicity": 1,
  "symbols": ["C", "C", "C", "C", "C", "C", "C", "N", "N", "O", "O", "H", "H", "H", "H", "H", "H", "H", "H"],
  "positions_angstrom": [[3.37211, -0.53850, -0.25000], [1.56743, 0.56736, 0.15492], [1.36915, -0.82888, 0.00337], [-2.23072, -0.47611, -0.07539], [0.59596, 1.67112, 0.33208], [-0.58989, 1.36197, -0.46923], [-2.21268, -1.85101, 0.45196], [2.47198, -1.44482, -0.34401], [-1.09980, 0.15570, 0.06217], [-3.24089, 0.13579, -0.35999], [2.88004, 0.69948, -0.02966], [4.40269, -0.60229, -0.66314], [0.17049, 1.61020, 1.32878], [1.02795, 2.66947, 0.20746], [-1.26740, 2.29122, -0.45300], [-0.44419, 1.15012, -1.54766], [-1.53119, -2.59824, -0.14948], [-3.29836, -2.12649, 0.35171], [-1.94268, -1.84610, 1.44912]]
}

Question: Which of these has the highest multiplicity?
Answer: C7H8N2O5Pd

Please write out number 3 again, unchanged.
{
  "formula": "C7H8N2O",
  "method": "ωB97M-V/def2-TZVPD",
  "mol_weight_g_mol": 136.154,
  "homo_lumo_gap_ev": 9.22,
  "multiplicity": 1,
  "symbols": ["O", "C", "C", "C", "N", "C", "C", "N", "C", "C", "H", "H", "H", "H", "H", "H", "H", "H"],
  "positions_angstrom": [[-3.32258, 0.23147, -0.21222], [-2.17054, -0.01373, 0.11258], [-1.52517, -1.38825, -0.39184], [-0.27147, -1.60003, -0.05685], [0.79302, -1.62768, 0.45441], [1.99464, -1.11562, 0.07338], [1.90017, 0.21809, -0.63068], [1.01771, 1.09178, -0.57588], [-0.17865, 1.66403, -0.05581], [-1.15477, 0.82144, 0.80205], [-2.22900, -2.06065, -1.05235], [2.62404, -1.14593, 0.97303], [2.60748, -1.87089, -0.52553], [2.73324, 0.36272, -1.35274], [-0.65554, 2.00668, -0.85870], [0.04676, 2.54666, 0.51465], [-1.67392, 1.58994, 1.33517], [-0.53541, 0.28998, 1.44733]]
}

Question: Look up the multiplicity of the fourth one.
Answer: 1